Model 1:
Below is a structure of composition C23H36N9O2Ru, with properties calculated with ωB97M-V/def2-TZVPD.

## Properties
LUMO energy (alpha / beta)   -6.89 / -7.43 eV
2S+1   2
Total charge   +2

Last column: Löwdin spin population.
Geometry (Å):
Ru  -0.20433  -0.87645  0.43931  0.7686
O  -0.18263  -0.89456  2.60923  -0.0034
C  -0.86422  -1.90431  3.40857  -0.0003
C  -0.13047  -3.22725  3.36833  0.0005
C  0.20265  -3.66042  1.93520  0.0007
C  -1.00570  -3.70069  1.03796  0.0051
C  -1.77283  -4.85176  0.96575  -0.0015
C  -2.85555  -4.91749  0.10634  0.0083
C  -3.13093  -3.82484  -0.70160  0.0007
C  -2.33749  -2.70692  -0.58766  0.0107
N  -1.32016  -2.61974  0.28852  0.0147
H  0.72693  -0.77455  2.91865  -0.0002
H  -1.85541  -1.98266  2.96311  0.0000
H  -0.96809  -1.51823  4.42105  -0.0001
H  -0.76158  -3.97631  3.85158  0.0000
H  0.78945  -3.17318  3.95507  0.0001
H  0.65007  -4.65377  1.94983  0.0002
H  0.96725  -3.00307  1.50958  0.0002
H  -1.49504  -5.70275  1.57315  -0.0003
H  -3.45733  -5.81451  0.04865  0.0004
H  -3.93817  -3.83626  -1.41941  0.0000
H  -2.49752  -1.84392  -1.21125  0.0009
C  1.33558  2.37566  -0.47409  -0.0001
N  2.53767  1.56209  -0.54119  0.0047
C  3.70198  2.23232  -1.14633  0.0007
C  4.69991  1.20430  -1.62264  0.0001
C  5.03789  0.28314  -0.47368  0.0003
N  3.80748  -0.26835  0.11355  0.0037
C  3.97387  -1.53567  0.81342  0.0003
C  2.64648  0.39026  0.07775  0.0070
O  1.63149  -0.13373  0.70109  0.0361
H  1.07594  2.70738  -1.48044  0.0001
H  1.51472  3.25563  0.14805  0.0000
H  0.51378  1.80165  -0.05878  -0.0002
H  4.14183  2.90531  -0.40427  0.0001
H  3.32897  2.82157  -1.98029  0.0002
H  5.59852  1.70201  -1.98297  0.0000
H  4.27598  0.64197  -2.45675  0.0000
H  5.59656  0.81007  0.30454  0.0002
H  5.64299  -0.56015  -0.80267  0.0001
H  4.40920  -2.26707  0.13337  0.0001
H  3.02200  -1.90868  1.17018  0.0000
H  4.64800  -1.40413  1.66138  0.0001
C  -3.17277  0.57240  -1.68351  0.0019
N  -2.44015  1.67258  -1.06036  0.0187
C  -2.27536  2.86998  -1.89481  0.0020
C  -1.99012  1.61077  0.19150  0.0192
N  -1.58971  0.44773  0.77474  0.0827
N  -1.95677  2.72866  0.93854  0.0131
C  -2.95580  3.79320  0.79572  0.0019
C  -1.15316  2.82371  2.15422  0.0013
H  -3.87833  1.00044  -2.39241  0.0004
H  -3.72544  0.01947  -0.92642  0.0005
H  -2.51799  -0.08909  -2.24492  0.0006
H  -1.95069  2.54856  -2.88282  0.0008
H  -1.52403  3.52572  -1.46406  0.0001
H  -3.21289  3.41409  -2.00706  0.0005
H  -1.67826  0.52074  1.78260  0.0012
H  -3.73621  3.49145  0.10644  0.0000
H  -2.49857  4.71944  0.44890  0.0001
H  -3.40835  3.96930  1.77154  0.0007
H  -1.71911  2.50660  3.03484  0.0006
H  -0.87146  3.86549  2.29633  0.0004
H  -0.24656  2.22997  2.06885  -0.0002
N  -0.00606  -0.79151  -1.53183  -0.0040
C  0.07424  -0.14037  -2.50162  -0.0013
C  0.14250  0.62208  -3.63024  -0.0003
C  1.34780  1.33284  -3.86615  0.0000
N  2.31499  1.93538  -4.03156  0.0000
C  -1.03091  0.77952  -4.41459  -0.0001
N  -2.04058  0.86890  -4.96103  0.0002

---

Model 2:
Below is a structure of composition C23H36N9O2Ru, with properties calculated with ωB97M-V/def2-TZVPD.

## Properties
LUMO energy (alpha / beta)   -7.94 / -8.12 eV
2S+1   2
Total charge   +2

Last column: Löwdin spin population.
Geometry (Å):
Ru  -0.46031  -1.07762  -0.51936  0.7159
O  -2.87071  -1.30539  -0.87038  -0.0034
C  -3.71825  -1.68455  0.23880  0.0000
C  -3.80624  -3.18773  0.40596  0.0003
C  -2.44472  -3.84884  0.24207  0.0000
C  -1.40154  -3.40800  1.21899  0.0019
C  -1.46451  -3.69415  2.57269  0.0016
C  -0.39157  -3.38917  3.39065  0.0039
C  0.75268  -2.82690  2.83526  0.0002
C  0.74935  -2.53029  1.49218  0.0069
N  -0.32007  -2.79070  0.69635  0.0136
H  -3.23821  -1.66996  -1.68521  -0.0002
H  -4.71394  -1.26392  0.09762  -0.0001
H  -3.27073  -1.20641  1.10703  0.0000
H  -4.47751  -3.61893  -0.33908  0.0001
H  -4.23970  -3.39400  1.38694  0.0000
H  -2.06055  -3.65712  -0.75841  -0.0003
H  -2.56509  -4.92936  0.34155  -0.0001
H  -2.34562  -4.17735  2.97407  0.0000
H  -0.42721  -3.62441  4.44687  0.0001
H  1.62980  -2.62646  3.43438  0.0000
H  1.61656  -2.12646  0.99403  0.0007
C  0.86072  1.74217  -1.84690  0.0001
N  2.19744  1.41773  -1.40710  0.0013
C  3.22644  2.41427  -1.72948  0.0002
C  4.57324  1.74715  -1.88908  0.0000
C  4.84553  0.90997  -0.65764  0.0002
N  3.73699  -0.02305  -0.43166  0.0028
C  4.01166  -1.27582  0.26776  0.0002
C  2.47597  0.25360  -0.78660  0.0003
O  1.58103  -0.60591  -0.50468  0.0078
H  0.77526  1.66986  -2.93434  -0.0002
H  0.61385  2.76075  -1.54606  0.0002
H  0.13974  1.06607  -1.39606  0.0001
H  3.26375  3.16881  -0.93867  0.0001
H  2.93069  2.91101  -2.65332  0.0001
H  5.35094  2.49843  -2.01095  0.0000
H  4.56904  1.10764  -2.77398  0.0000
H  4.97538  1.55030  0.21942  0.0002
H  5.75512  0.32737  -0.78346  0.0000
H  5.08181  -1.45832  0.24579  0.0000
H  3.50502  -2.10178  -0.22574  0.0000
H  3.68425  -1.23026  1.30875  0.0001
C  -2.35117  1.93372  -0.87185  -0.0008
N  -1.65786  2.34510  0.34503  0.0003
C  -1.38030  3.77851  0.41796  0.0002
C  -1.23093  1.47159  1.27313  0.0015
N  -1.14153  0.16294  1.00761  0.0491
N  -0.86177  1.94011  2.48614  -0.0004
C  -1.65848  2.92118  3.23036  0.0002
C  0.05494  1.17007  3.31783  0.0004
H  -3.30190  2.46320  -0.94537  -0.0002
H  -2.54550  0.86745  -0.86121  -0.0003
H  -1.76039  2.19021  -1.75209  0.0000
H  -1.10737  4.12573  -0.57841  0.0001
H  -0.55680  3.97702  1.09791  0.0000
H  -2.25462  4.34676  0.73608  0.0000
H  -1.08347  -0.38186  1.86030  0.0077
H  -2.48392  3.29134  2.63322  0.0000
H  -1.03570  3.75397  3.55624  0.0001
H  -2.07196  2.44161  4.11963  -0.0001
H  -0.47042  0.46603  3.97191  0.0000
H  0.60113  1.86694  3.95203  0.0000
H  0.76926  0.63306  2.69764  0.0001
N  -0.56497  -1.49371  -2.47874  0.0542
C  -0.33903  -1.03244  -3.53742  0.0143
C  -0.16381  -0.43227  -4.74320  0.0532
C  1.01542  -0.65031  -5.51147  0.0048
N  1.98989  -0.79870  -6.10564  0.0285
C  -1.15531  0.51343  -5.14557  0.0054
N  -1.93921  1.31702  -5.40104  0.0269

---

Last place for stability: model 2

---

Model 1:
Below is a cluster of 3 separate species, C4H12NO2 in total, with properties calculated with ωB97M-V/def2-TZVPD.

## Properties
LUMO energy   -4.92 eV
Total charge   +1

Last column: Mulliken charge in e.
Geometry (Å):
C  1.40697  -2.47904  1.65752  -1.1195
C  0.70740  -1.34869  1.19232  0.2589
C  -0.32264  -0.83235  1.92663  -0.3745
N  -1.02535  0.13942  1.18286  -0.0503
C  -0.56060  1.31989  1.03673  -0.0738
H  2.30061  -2.18626  2.35011  0.2715
H  0.73241  -3.21164  2.16404  0.3179
H  2.13812  -3.01566  0.87395  0.3024
H  1.02358  -0.88290  0.24448  0.2577
H  -0.74904  -1.22921  2.92777  0.3153
H  -2.03892  -0.02821  1.03604  0.3361
H  -1.18062  2.16721  0.61358  0.2771
H  0.50340  1.73673  1.18169  0.2776
H  -4.13717  3.91282  -4.13956  0.3244
H  -4.33145  2.66477  -5.07048  0.3161
O  -3.78284  3.10388  -4.48312  -0.6405
H  3.40397  0.75507  -1.76781  0.3271
H  3.17176  -0.69332  -1.59878  0.3078
O  2.74042  0.10749  -1.32796  -0.6314

---

Model 2:
Below is a cluster of 3 separate species, C4H12NO2 in total, with properties calculated with ωB97M-V/def2-TZVPD.

## Properties
LUMO energy   -5.34 eV
Total charge   +1

Last column: Mulliken charge in e.
Geometry (Å):
C  -3.36367  -0.40315  1.18720  -0.9489
C  -1.95442  -0.34917  0.59469  -0.1198
C  -1.04160  0.74326  0.71011  -0.0322
N  0.18458  0.59085  -0.04067  0.0958
C  1.06503  1.44712  -0.61328  -0.3485
H  -3.51239  0.61903  1.76939  0.2827
H  -4.06203  -0.44374  0.32728  0.2775
H  -3.63887  -1.22421  1.86777  0.3263
H  -1.74379  -1.03635  -0.19490  0.2845
H  -1.12916  1.54460  1.51147  0.2737
H  -0.00677  -0.15962  -0.66669  0.2139
H  1.10543  2.22990  0.20398  0.3125
H  1.91425  1.15739  -1.35467  0.3800
H  3.56025  0.75798  0.32982  0.3129
H  4.61938  -0.36704  -0.08949  0.3034
O  3.73228  -0.06868  -0.15462  -0.5921
H  2.08538  -1.84015  -1.37558  0.2756
H  0.95666  -1.75812  -2.46150  0.3273
O  1.22946  -1.43989  -1.55027  -0.6245

---

Model 3:
Below is a cluster of 2 separate species, C4H12NO2 in total, with properties calculated with ωB97M-V/def2-TZVPD.

## Properties
LUMO energy   -3.45 eV
Total charge   +1

Last column: Mulliken charge in e.
Geometry (Å):
O  1.48669  2.11692  0.56124  -0.4473
C  1.92889  1.01559  0.30670  -0.0015
C  1.02593  -0.02283  -0.50841  0.3013
N  -0.37063  0.54340  -0.56860  -0.2872
C  -1.42916  -0.55226  -1.06436  -0.8286
C  1.13530  -1.44625  -0.01779  -1.6448
H  2.87593  0.57775  0.71952  0.3147
H  1.40483  0.23881  -1.68424  0.2868
H  -0.66478  1.10975  0.34156  0.4266
H  -0.33520  1.43899  -1.27998  0.4705
H  -2.41536  -0.04930  -1.45480  0.3185
H  -1.75265  -1.23168  -0.23823  0.2999
H  -1.01135  -1.09872  -1.86010  0.4079
H  0.86864  -1.51323  0.98919  0.4603
H  2.11581  -1.51095  0.32877  0.4723
H  0.88479  -2.19794  -0.62573  0.4864
H  -1.68038  1.67420  2.04830  0.2957
H  -2.27562  0.13270  2.28672  0.2990
O  -1.79170  0.77507  1.72025  -0.6303

---

Last place for stability: model 1

---

Model 1:
Below is a cluster of 4 separate species, C4H12NO2 in total, with properties calculated with ωB97M-V/def2-TZVPD.

## Properties
LUMO energy   -7.78 eV
Total charge   +1

Last column: Mulliken charge in e.
Geometry (Å):
C  2.00552  1.14615  -0.06418  -0.3757
C  1.74271  -0.12821  -0.56681  -0.1162
C  0.86795  -1.16623  -0.09360  -0.2163
N  -1.20794  -1.02694  1.05114  -0.2247
C  0.18906  -0.90908  1.19466  -0.2048
H  1.71276  1.65215  0.87478  0.2853
H  2.78247  1.60477  -0.72425  0.2520
H  0.07807  0.62588  -0.75329  0.5819
H  2.39600  -0.35546  -1.40147  0.3249
H  0.74633  -2.06546  -0.69639  0.3187
H  -1.66938  -1.83996  1.46103  0.2684
H  0.34668  0.13882  1.49966  0.1000
H  0.60715  -1.56434  1.98561  0.4422
H  -2.52259  0.18829  -2.18197  0.2461
H  -1.73186  0.95059  -0.75382  0.4140
O  -2.05122  -0.16023  -1.41804  -0.8827
H  -1.62394  2.26272  0.40009  0.2628
H  -1.50607  -0.83230  0.10637  0.2055
O  -1.16171  1.47885  0.08049  -0.6815

---

Model 2:
Below is a cluster of 2 separate species, C4H12NO2 in total, with properties calculated with ωB97M-V/def2-TZVPD.

## Properties
LUMO energy   -3.03 eV
Total charge   +1

Last column: Mulliken charge in e.
Geometry (Å):
C  -0.10241  1.98966  0.70683  -1.4680
C  0.66069  0.67903  0.50339  0.1836
C  0.88967  0.26582  -0.96152  -0.8562
C  1.44978  -1.14394  -1.06356  0.1205
O  1.50412  -1.91159  -0.13148  -0.5026
N  -0.18420  -0.40385  1.15906  -0.1654
H  -0.41872  2.01550  1.74005  0.4511
H  -0.94532  1.97111  0.00887  0.3240
H  0.47851  2.85733  0.49190  0.3956
H  1.61199  0.73960  1.00615  0.3831
H  1.68563  0.88385  -1.36580  0.4431
H  -0.06238  0.35122  -1.49044  0.3105
H  1.91618  -1.47506  -2.00170  0.4273
H  0.52112  -1.10591  1.40701  0.4261
H  -0.72323  -0.89529  0.45049  0.2110
H  -0.85263  -0.01798  1.81094  0.3451
H  -2.73528  -2.24268  -0.41273  0.2964
H  -2.60097  -0.99751  -1.23759  0.3067
O  -2.09256  -1.55932  -0.61986  -0.6320

---

Model 3:
Below is a cluster of 2 separate species, C4H12NO2 in total, with properties calculated with ωB97M-V/def2-TZVPD.

## Properties
LUMO energy   -3.76 eV
Total charge   +1

Last column: Mulliken charge in e.
Geometry (Å):
O  -2.52085  1.68747  0.14265  -0.4188
C  -1.44500  1.73916  0.64599  -0.0126
C  -0.63317  0.41902  0.70179  -0.2054
C  0.89164  0.28820  0.73011  -0.4127
C  1.59502  1.04844  -0.41659  -1.1563
N  -1.05464  -0.31528  -0.60481  -0.3099
H  -1.03861  2.54873  1.26937  0.3794
H  -1.16334  -0.16111  1.46290  0.3791
H  1.20773  -0.73878  0.85254  0.4149
H  1.15515  0.87516  1.62311  0.3262
H  1.03047  1.97223  -0.54743  0.3577
H  2.62359  1.30540  -0.18991  0.3602
H  1.56922  0.48737  -1.35986  0.2997
H  -0.82129  0.27075  -1.40862  0.4008
H  -2.04246  -0.54133  -0.50946  0.3674
H  -0.49483  -1.13964  -0.86197  0.2493
H  -0.07387  -3.25182  0.17013  0.3216
H  0.75674  -3.57704  -1.15939  0.2891
O  0.45853  -2.91694  -0.54055  -0.6298

---

Model 4:
Below is a cluster of 2 separate species, C4H12NO2 in total, with properties calculated with ωB97M-V/def2-TZVPD.

## Properties
LUMO energy   -3.05 eV
Total charge   +1

Last column: Mulliken charge in e.
Geometry (Å):
O  -1.17685  -1.13079  -0.60747  -0.5901
C  -1.30852  -2.25593  -0.16913  0.1820
C  -2.57062  -2.80084  0.37974  -0.9955
H  -0.44866  -2.94408  -0.17604  0.3593
H  -3.37075  -2.07175  0.36106  0.3052
H  -2.37744  -3.12767  1.40451  0.3228
H  -2.83670  -3.69943  -0.17972  0.3144
C  1.32914  1.50900  0.86781  -0.3654
O  2.69154  1.66687  1.15072  -0.4879
C  1.24872  1.28291  -0.63131  -0.5440
N  -0.19723  1.35402  -1.06194  -0.1972
H  0.76522  2.41952  1.11424  0.3256
H  0.89880  0.65851  1.40174  0.3034
H  2.81262  1.80696  2.09451  0.3223
H  1.80346  2.04179  -1.17720  0.3697
H  1.60295  0.29558  -0.91192  0.2736
H  -0.64365  2.15036  -0.60209  0.3795
H  -0.69506  0.47869  -0.80269  0.3403
H  -0.28032  1.47271  -2.06801  0.3823

---

Last place for stability: model 1